81
Properties=species:S:1:pos:R:3 method="wB97M-V/def2-TZVPD" multiplicity=2 e_tot_ev=-78286.904 e_above_lowest_kj_mol=77.2 fmax_ha_per_bohr=0.02658 total_charge=-1 homo_lumo_gap_ev="6.94 / 6.51"
Ru -1.023 0.104 -3.684
C -1.525 3.059 -5.317
O -1.869 2.404 -4.116
C -1.596 3.156 -2.935
C -0.117 3.261 -2.645
O 0.314 1.951 -2.389
C 1.715 1.717 -2.424
C 2.128 1.434 -3.844
O 1.448 0.260 -4.237
C 1.641 -0.067 -5.596
H -1.975 4.057 -5.349
H -1.924 2.453 -6.128
H -0.442 3.150 -5.448
H -2.072 2.602 -2.126
H -2.041 4.156 -3.013
H 0.039 3.900 -1.766
H 0.429 3.709 -3.486
H 1.883 0.835 -1.807
H 2.265 2.568 -2.008
H 3.213 1.287 -3.914
H 1.846 2.263 -4.513
H 2.706 -0.039 -5.846
H 1.092 0.624 -6.247
H 1.261 -1.076 -5.742
O -2.478 -0.354 -4.422
N 0.114 -3.291 4.089
C 0.641 -2.989 2.826
C 1.759 -2.168 2.708
C 2.308 -1.900 1.463
C 1.752 -2.463 0.327
C 0.634 -3.278 0.432
C 0.081 -3.540 1.671
S 2.466 -2.170 -1.264
O 2.982 -3.445 -1.733
O 3.418 -1.093 -1.101
N 1.256 -1.653 -2.139
C 0.605 -2.393 -3.015
S 0.930 -4.072 -3.474
C -0.425 -4.037 -4.556
C -1.012 -2.829 -4.537
N -0.438 -1.907 -3.691
H 0.262 -2.554 4.764
H -0.866 -3.532 4.059
H 2.190 -1.731 3.602
H 3.164 -1.248 1.357
H 0.188 -3.700 -0.461
H -0.798 -4.170 1.751
H -0.719 -4.903 -5.124
H -1.888 -2.520 -5.085
C 2.681 1.472 6.013
C 1.365 0.869 5.596
C 0.660 0.071 6.495
C -0.547 -0.497 6.119
C -1.051 -0.294 4.846
C -0.364 0.512 3.932
N -0.793 0.720 2.628
C -2.058 0.493 2.107
C -3.199 0.602 2.914
C -4.465 0.407 2.393
C -4.634 0.116 1.047
C -3.516 0.062 0.231
C -2.227 0.253 0.718
C -1.092 0.268 -0.319
O 0.097 0.358 0.047
O -1.493 0.197 -1.509
C 0.848 1.116 4.322
C 1.583 2.009 3.359
H 2.984 1.096 6.990
H 2.621 2.561 6.076
H 3.472 1.238 5.298
H 1.064 -0.105 7.485
H -1.091 -1.126 6.815
H -1.963 -0.787 4.542
H -0.086 0.655 1.872
H -3.087 0.866 3.957
H -5.325 0.495 3.047
H -5.622 -0.047 0.636
H -3.611 -0.129 -0.830
H 0.899 2.431 2.625
H 2.345 1.459 2.801
H 2.080 2.828 3.880

***

78
Properties=species:S:1:pos:R:3 method="wB97M-V/def2-TZVPD" multiplicity=4 e_tot_ev=-104586.970 fmax_ha_per_bohr=0.08261 total_charge=+2 homo_lumo_gap_ev="8.35 / 8.31"
Co -0.075 0.338 -0.636
C 0.953 4.645 -1.612
O 1.268 3.795 -2.733
C 0.976 2.526 -2.261
N 0.608 2.284 -1.072
C 0.490 3.633 -0.477
C -0.875 3.834 0.053
C -1.160 4.456 1.243
C -2.491 4.714 1.618
C -3.553 4.427 0.825
C -3.228 3.931 -0.457
C -1.938 3.601 -0.823
C 1.160 1.390 -3.154
C 1.649 1.474 -4.450
C 1.585 0.298 -5.180
C 0.919 -0.789 -4.750
C 0.323 -0.715 -3.526
N 0.465 0.324 -2.746
C -0.502 -1.725 -2.809
N -1.026 -1.446 -1.659
C -2.048 -2.536 -1.439
C -1.527 -3.652 -2.376
O -0.657 -2.937 -3.319
C -2.033 -3.068 -0.101
C -0.834 -3.192 0.687
C -0.815 -3.932 1.879
C -1.982 -4.476 2.429
C -3.160 -4.250 1.723
C -3.209 -3.518 0.511
H 0.118 5.212 -1.984
H 1.810 5.239 -1.309
H 1.098 3.742 0.383
H -0.286 4.775 1.829
H -2.668 5.175 2.549
H -4.509 4.674 1.145
H -4.113 3.913 -1.182
H -1.725 3.179 -1.833
H 2.089 2.389 -4.832
H 2.125 0.254 -6.200
H 0.847 -1.696 -5.357
H -3.059 -2.187 -1.793
H -2.355 -4.201 -2.896
H -0.846 -4.341 -1.832
H 0.100 -2.806 0.232
H 0.054 -3.917 2.525
H -2.058 -4.857 3.486
H -4.096 -4.525 2.226
H -4.204 -3.458 0.042
C -2.410 -0.766 2.993
S -2.100 0.592 1.972
C -3.553 0.543 0.851
O -0.910 0.080 1.072
H -3.303 -0.587 3.668
H -1.506 -0.816 3.660
H -2.526 -1.726 2.496
H -4.426 0.734 1.415
H -3.515 -0.473 0.463
H -3.361 1.358 0.134
C 5.143 -1.714 1.645
N 3.767 -1.778 1.113
C 3.354 -3.057 0.546
C 3.090 -0.655 0.871
S 2.195 -0.635 -0.591
N 3.233 0.403 1.738
C 2.448 1.592 1.334
C 3.365 0.178 3.159
H 5.631 -2.566 1.176
H 5.269 -2.050 2.663
H 5.553 -0.743 1.351
H 3.873 -3.764 1.174
H 3.742 -3.123 -0.466
H 2.282 -3.146 0.699
H 2.707 1.844 0.288
H 2.824 2.429 1.863
H 1.353 1.457 1.583
H 4.205 -0.483 3.362
H 2.482 -0.312 3.564
H 3.485 1.187 3.619

***

76
Properties=species:S:1:pos:R:3 method="wB97M-V/def2-TZVPD" multiplicity=5 e_tot_ev=-184378.484 e_above_lowest_kj_mol=0.0 fmax_ha_per_bohr=0.01132 homo_lumo_gap_ev="6.30 / 5.60"
Rh -1.090 0.133 -0.003
O 1.460 -0.771 4.479
C 0.686 0.275 3.906
C -0.793 -0.079 4.017
C -1.116 -0.252 5.515
O -2.474 -0.578 5.776
C -1.644 1.106 3.526
Se -1.193 1.944 1.830
C -1.120 -1.400 3.319
Se -0.520 -1.715 1.478
H 2.324 -0.752 4.059
H 0.945 0.405 2.852
H 0.878 1.223 4.428
H -0.827 0.659 6.054
H -0.525 -1.075 5.914
H -3.012 0.208 5.641
H -1.618 1.905 4.269
H -2.683 0.786 3.404
H -2.199 -1.556 3.331
H -0.666 -2.207 3.891
C -2.860 -3.711 -0.836
C -3.460 -2.461 -1.476
C -4.085 -1.559 -0.417
C -2.483 -1.741 -2.417
C -2.084 -2.622 -3.613
O -0.645 -2.561 -3.651
C -0.261 -1.821 -2.582
N -1.176 -1.350 -1.843
C 1.221 -1.628 -2.534
C 1.966 -2.527 -3.302
C 3.335 -2.398 -3.441
C 3.988 -1.336 -2.835
C 3.260 -0.444 -2.070
C 1.884 -0.580 -1.880
P 1.088 0.686 -0.810
C 2.293 0.905 0.539
C 2.362 2.134 1.195
C 3.166 2.294 2.314
C 3.907 1.224 2.797
C 3.826 -0.008 2.162
C 3.016 -0.171 1.047
C 1.242 2.174 -1.850
C 0.138 2.473 -2.648
C 0.189 3.545 -3.527
C 1.328 4.332 -3.605
C 2.425 4.045 -2.803
C 2.385 2.967 -1.932
H -3.572 -4.148 -0.133
H -1.962 -3.463 -0.269
H -2.608 -4.487 -1.560
H -4.272 -2.767 -2.149
H -3.354 -1.266 0.340
H -4.882 -2.102 0.095
H -4.491 -0.648 -0.853
H -2.946 -0.810 -2.750
H -2.462 -2.260 -4.567
H -2.365 -3.666 -3.486
H 1.455 -3.334 -3.803
H 3.883 -3.116 -4.036
H 5.055 -1.201 -2.955
H 3.777 0.379 -1.593
H 1.780 2.975 0.838
H 3.212 3.256 2.808
H 4.542 1.349 3.665
H 4.397 -0.851 2.534
H 2.947 -1.144 0.578
H -0.769 1.883 -2.547
H -0.673 3.772 -4.142
H 1.360 5.174 -4.284
H 3.314 4.659 -2.857
H 3.249 2.749 -1.317
C -3.090 2.213 -1.034
O -2.408 1.034 -1.297
H -3.421 2.689 -1.969
H -2.480 2.961 -0.501
H -3.993 2.048 -0.424

***

Copy entry 3 word for word.
76
Properties=species:S:1:pos:R:3 method="wB97M-V/def2-TZVPD" multiplicity=5 e_tot_ev=-184378.484 e_above_lowest_kj_mol=0.0 fmax_ha_per_bohr=0.01132 homo_lumo_gap_ev="6.30 / 5.60"
Rh -1.090 0.133 -0.003
O 1.460 -0.771 4.479
C 0.686 0.275 3.906
C -0.793 -0.079 4.017
C -1.116 -0.252 5.515
O -2.474 -0.578 5.776
C -1.644 1.106 3.526
Se -1.193 1.944 1.830
C -1.120 -1.400 3.319
Se -0.520 -1.715 1.478
H 2.324 -0.752 4.059
H 0.945 0.405 2.852
H 0.878 1.223 4.428
H -0.827 0.659 6.054
H -0.525 -1.075 5.914
H -3.012 0.208 5.641
H -1.618 1.905 4.269
H -2.683 0.786 3.404
H -2.199 -1.556 3.331
H -0.666 -2.207 3.891
C -2.860 -3.711 -0.836
C -3.460 -2.461 -1.476
C -4.085 -1.559 -0.417
C -2.483 -1.741 -2.417
C -2.084 -2.622 -3.613
O -0.645 -2.561 -3.651
C -0.261 -1.821 -2.582
N -1.176 -1.350 -1.843
C 1.221 -1.628 -2.534
C 1.966 -2.527 -3.302
C 3.335 -2.398 -3.441
C 3.988 -1.336 -2.835
C 3.260 -0.444 -2.070
C 1.884 -0.580 -1.880
P 1.088 0.686 -0.810
C 2.293 0.905 0.539
C 2.362 2.134 1.195
C 3.166 2.294 2.314
C 3.907 1.224 2.797
C 3.826 -0.008 2.162
C 3.016 -0.171 1.047
C 1.242 2.174 -1.850
C 0.138 2.473 -2.648
C 0.189 3.545 -3.527
C 1.328 4.332 -3.605
C 2.425 4.045 -2.803
C 2.385 2.967 -1.932
H -3.572 -4.148 -0.133
H -1.962 -3.463 -0.269
H -2.608 -4.487 -1.560
H -4.272 -2.767 -2.149
H -3.354 -1.266 0.340
H -4.882 -2.102 0.095
H -4.491 -0.648 -0.853
H -2.946 -0.810 -2.750
H -2.462 -2.260 -4.567
H -2.365 -3.666 -3.486
H 1.455 -3.334 -3.803
H 3.883 -3.116 -4.036
H 5.055 -1.201 -2.955
H 3.777 0.379 -1.593
H 1.780 2.975 0.838
H 3.212 3.256 2.808
H 4.542 1.349 3.665
H 4.397 -0.851 2.534
H 2.947 -1.144 0.578
H -0.769 1.883 -2.547
H -0.673 3.772 -4.142
H 1.360 5.174 -4.284
H 3.314 4.659 -2.857
H 3.249 2.749 -1.317
C -3.090 2.213 -1.034
O -2.408 1.034 -1.297
H -3.421 2.689 -1.969
H -2.480 2.961 -0.501
H -3.993 2.048 -0.424